1.
The following is a quantum chemistry calculation of C21H11ClMnN2O6S2 as an isolated structure, from the Open Molecules 2025 dataset.

Values from the calculation:
- ⟨S²⟩: 0.872
- Orbital gap (alpha / beta): 6.43 / 6.27 eV
- Energy above the lowest of the compared OMol25 structures with the same formula, charge and spin: 13.03 kcal per mole
- HOMO level (alpha / beta): -2.750 / -2.594 eV

Structure (ORCA input):
```
! RIJCOSX wB97M-V def2-TZVPD def2/J DEFGRID3
* xyz -2 2
Mn 0.334 -1.180 1.110
O -6.630 -1.649 0.007
C -5.965 -2.037 0.991
O -6.332 -2.632 2.022
C -4.441 -1.864 0.843
C -3.919 -0.768 0.161
C -2.552 -0.613 0.052
N -1.690 -1.508 0.548
C -2.179 -2.579 1.188
C -3.537 -2.780 1.367
C -1.119 -3.548 1.687
O -1.454 -4.667 2.056
O 0.076 -3.082 1.643
H -4.597 -0.055 -0.289
H -2.108 0.230 -0.460
H -3.879 -3.648 1.913
S 2.551 -1.257 2.786
C 3.057 -1.388 1.193
N 2.201 -1.408 0.197
C 2.789 -1.425 -1.043
C 2.115 -1.391 -2.262
C 2.851 -1.413 -3.433
C 4.247 -1.466 -3.409
C 4.927 -1.490 -2.200
C 4.194 -1.465 -1.022
S 4.740 -1.460 0.633
H 1.035 -1.331 -2.257
H 2.336 -1.384 -4.386
H 4.803 -1.484 -4.338
H 6.010 -1.523 -2.174
Cl 0.255 7.323 0.153
C 0.201 5.580 0.316
C -0.242 5.027 1.505
C -0.273 3.645 1.628
C 0.123 2.834 0.574
C 0.559 3.411 -0.611
C 0.606 4.791 -0.747
C 0.091 1.332 0.718
O 0.235 0.621 -0.304
O -0.073 0.847 1.864
H -0.554 5.669 2.317
H -0.601 3.174 2.545
H 0.859 2.758 -1.420
H 0.951 5.252 -1.663
*
```

Löwdin atomic charge list, values in e, 6 entries: Mn 0.687; O -0.070; C -0.711; O -0.058; C -0.102; C -0.004

2.
The following is a quantum chemistry calculation of a 8-piece molecular cluster, C57H141N7O10 overall at a distorted geometry, from the Open Molecules 2025 dataset.

Values from the calculation:
- Orbital gap: 9.21 eV
- HOMO level: -19.704 eV

Structure (ORCA input):
```
! RIJCOSX wB97M-V def2-TZVPD def2/J DEFGRID3
* xyz 6 1
C -0.783 -9.955 -3.731
C -0.137 -9.116 -2.566
N 1.421 -8.909 -2.767
C 1.893 -8.004 -1.583
C 2.185 -10.246 -2.781
C 3.758 -10.013 -2.633
C 1.817 -8.016 -3.994
C 0.870 -6.835 -4.256
O 0.919 -5.767 -3.313
C -0.253 -4.929 -3.347
H -1.008 -9.326 -4.592
H -1.760 -10.242 -3.342
H -0.324 -10.880 -4.082
H -0.140 -9.585 -1.582
H -0.646 -8.152 -2.558
H 2.891 -7.566 -1.599
H 1.723 -8.627 -0.705
H 1.119 -7.238 -1.542
H 1.856 -10.753 -3.688
H 1.925 -10.766 -1.859
H 4.360 -10.842 -3.006
H 4.132 -9.874 -1.619
H 4.169 -9.188 -3.214
H 1.695 -8.763 -4.779
H 2.798 -7.572 -3.824
H -0.131 -7.252 -4.366
H 1.272 -6.377 -5.160
H -0.419 -4.545 -4.353
H 0.004 -4.027 -2.793
H -1.020 -5.525 -2.852
C 2.745 -2.781 -3.188
C 4.181 -2.402 -3.017
N 4.590 -1.032 -2.223
C 6.037 -1.276 -1.960
C 4.484 0.210 -3.119
C 3.037 0.608 -3.527
C 3.921 -0.891 -0.801
C 4.444 0.284 0.175
O 5.757 -0.088 0.676
C 6.185 0.857 1.710
H 2.539 -3.852 -3.187
H 2.242 -2.187 -3.951
H 2.246 -2.488 -2.265
H 4.686 -2.459 -3.982
H 4.710 -3.211 -2.512
H 6.536 -1.479 -2.908
H 6.000 -2.025 -1.169
H 6.421 -0.324 -1.594
H 5.140 -0.024 -3.957
H 4.892 1.090 -2.622
H 2.261 0.476 -2.774
H 2.642 -0.057 -4.295
H 3.019 1.531 -4.108
H 3.751 -1.878 -0.371
H 2.893 -0.698 -1.108
H 3.727 0.331 0.995
H 4.226 1.199 -0.376
H 6.416 1.838 1.297
H 7.024 0.390 2.227
H 5.427 0.884 2.493
C 1.203 -4.279 1.176
C -0.228 -3.763 0.868
N -0.985 -2.860 1.931
C -0.145 -1.569 2.170
C -2.319 -2.542 1.179
C -3.128 -1.493 1.905
C -1.173 -3.462 3.378
C -1.961 -4.786 3.483
O -1.431 -5.791 2.700
C -2.193 -6.965 2.430
H 1.713 -4.542 0.249
H 1.145 -5.050 1.945
H 1.806 -3.400 1.405
H -0.937 -4.536 0.571
H -0.184 -3.144 -0.028
H 0.800 -1.929 2.576
H -0.577 -0.894 2.909
H 0.130 -1.055 1.249
H -2.891 -3.470 1.172
H -2.171 -2.210 0.151
H -2.603 -0.538 1.863
H -3.410 -1.852 2.895
H -3.971 -1.220 1.272
H -1.559 -2.588 3.902
H -0.156 -3.600 3.747
H -2.976 -4.684 3.098
H -2.003 -5.101 4.525
H -1.544 -7.656 1.891
H -3.003 -6.792 1.721
H -2.764 -7.375 3.262
C 4.189 8.280 -0.262
C 3.010 8.728 0.829
N 1.848 7.713 1.033
C 2.297 6.437 1.769
C 0.858 8.443 1.981
C 1.462 8.909 3.332
C 1.168 7.223 -0.352
C -0.143 6.419 -0.214
O 0.177 5.085 0.273
C 0.530 4.221 -0.727
H 4.550 7.271 -0.059
H 5.055 8.914 -0.070
H 3.852 8.265 -1.299
H 2.410 9.598 0.561
H 3.464 8.890 1.806
H 3.011 6.683 2.555
H 2.908 5.873 1.065
H 1.411 5.853 2.017
H 0.033 7.745 2.121
H 0.437 9.353 1.552
H 2.230 9.663 3.161
H 1.882 8.156 3.999
H 0.662 9.414 3.873
H 1.978 6.698 -0.859
H 0.967 8.213 -0.761
H -0.639 6.392 -1.184
H -0.885 6.977 0.357
H 1.286 4.708 -1.343
H -0.445 4.039 -1.180
H 1.012 3.298 -0.405
C 1.481 1.712 2.534
C 1.885 2.983 3.220
N 2.255 2.879 4.772
C 2.271 4.358 5.243
C 1.276 2.048 5.606
C -0.144 2.618 5.542
C 3.602 2.213 5.032
C 4.930 2.992 4.720
O 4.746 3.686 3.451
C 5.804 4.482 3.147
H 0.921 1.009 3.150
H 2.441 1.287 2.241
H 0.855 1.814 1.648
H 1.016 3.641 3.185
H 2.676 3.548 2.728
H 1.227 4.661 5.159
H 2.934 4.984 4.646
H 2.666 4.464 6.253
H 1.641 2.172 6.626
H 1.309 1.032 5.212
H -0.327 3.355 6.323
H -0.840 1.850 5.878
H -0.533 3.161 4.680
H 3.574 1.346 4.371
H 3.686 1.691 5.985
H 5.769 2.298 4.656
H 5.121 3.560 5.630
H 6.001 5.305 3.833
H 5.500 4.758 2.137
H 6.783 4.004 3.171
C -2.308 2.699 1.646
C -3.717 2.569 1.146
N -4.265 4.017 0.800
C -3.300 4.714 -0.081
C -5.558 3.773 -0.127
C -6.558 2.758 0.429
C -4.528 4.897 2.058
C -5.133 6.270 1.784
O -4.140 7.006 1.040
C -3.693 8.235 1.691
H -1.719 2.987 0.775
H -1.937 1.681 1.764
H -2.134 3.392 2.469
H -4.347 2.168 1.940
H -3.746 1.978 0.230
H -2.606 5.201 0.604
H -3.791 5.520 -0.627
H -2.855 3.971 -0.742
H -5.164 3.398 -1.071
H -6.068 4.696 -0.404
H -6.232 1.726 0.559
H -7.333 2.711 -0.335
H -7.075 3.121 1.317
H -3.655 4.921 2.710
H -5.240 4.321 2.651
H -5.558 6.805 2.633
H -6.017 6.262 1.146
H -3.270 8.909 0.946
H -3.076 8.075 2.576
H -4.579 8.699 2.124
C -5.147 -2.186 -5.946
C -5.240 -2.491 -4.409
N -4.006 -1.823 -3.669
C -2.718 -2.602 -4.064
C -3.830 -0.310 -3.901
C -5.182 0.411 -3.830
C -4.159 -1.855 -2.101
C -4.507 -3.194 -1.385
O -3.468 -4.109 -1.475
C -3.781 -5.396 -0.960
H -5.349 -1.124 -6.080
H -5.888 -2.711 -6.550
H -4.203 -2.455 -6.420
H -5.235 -3.550 -4.154
H -6.204 -2.327 -3.927
H -2.010 -2.168 -3.358
H -2.470 -2.453 -5.115
H -2.826 -3.647 -3.773
H -3.236 -0.196 -4.808
H -3.042 0.070 -3.252
H -5.173 0.995 -2.910
H -6.085 -0.196 -3.898
H -5.138 1.069 -4.698
H -5.011 -1.204 -1.905
H -3.356 -1.341 -1.572
H -5.445 -3.648 -1.705
H -4.757 -3.065 -0.332
H -2.867 -5.926 -0.694
H -4.247 -5.981 -1.753
H -4.470 -5.416 -0.115
O 0.635 0.710 -0.998
C -0.353 -0.002 -1.550
O -1.419 0.529 -1.492
O -0.140 -1.176 -1.928
H -0.024 1.405 -0.936
*
```

Löwdin atomic charge list, values in e, 6 entries: C -0.031; C -0.103; N -0.243; C 0.007; C -0.097; C -0.041

3.
The following is a quantum chemistry calculation of C34H35NO2P2PtS2Si as an isolated structure, from the Open Molecules 2025 dataset.

Values from the calculation:
- ⟨S²⟩: 6.023
- Orbital gap (alpha / beta): 7.42 / 4.83 eV
- Energy above the lowest of the compared OMol25 structures with the same formula, charge and spin: 3.68 kcal per mole
- HOMO level (alpha / beta): -12.810 / -13.968 eV

Structure (ORCA input):
```
! RIJCOSX wB97M-V def2-TZVPD def2/J DEFGRID3
* xyz 2 5
Pt -0.159 -0.620 0.601
O -1.541 -3.328 1.565
N -1.818 -2.341 0.630
C -3.027 -2.388 0.242
C -3.662 -1.533 -0.768
C -4.848 -2.064 -1.276
C -5.553 -1.430 -2.287
C -5.079 -0.238 -2.804
C -3.909 0.313 -2.302
C -3.192 -0.312 -1.283
P -1.755 0.614 -0.687
C -2.340 1.901 0.418
C -1.422 2.857 0.867
C -1.838 3.862 1.723
C -3.161 3.906 2.150
C -4.069 2.949 1.719
C -3.664 1.942 0.854
C -0.978 1.340 -2.131
C -0.274 0.478 -2.975
C 0.337 0.977 -4.111
C 0.256 2.335 -4.401
C -0.437 3.192 -3.559
C -1.057 2.698 -2.419
H -0.577 -3.418 1.558
H -3.637 -3.193 0.647
H -5.216 -3.001 -0.877
H -6.465 -1.870 -2.667
H -5.616 0.271 -3.593
H -3.552 1.249 -2.713
H -0.394 2.836 0.524
H -1.134 4.616 2.051
H -3.486 4.695 2.815
H -5.100 2.993 2.044
H -4.382 1.211 0.507
H -0.196 -0.580 -2.746
H 0.880 0.309 -4.766
H 0.735 2.726 -5.289
H -0.501 4.247 -3.788
H -1.602 3.371 -1.768
S 1.763 0.813 0.132
P 2.784 -0.848 -0.460
S 1.364 -2.324 -0.165
C 3.199 -0.730 -2.194
C 3.178 -1.864 -3.005
C 3.561 -1.761 -4.333
C 3.970 -0.535 -4.844
C 3.992 0.593 -4.034
C 3.603 0.502 -2.708
C 4.249 -1.177 0.493
C 5.479 -1.356 -0.137
C 6.606 -1.612 0.630
C 6.504 -1.688 2.009
C 5.274 -1.508 2.639
C 4.147 -1.253 1.885
H 2.864 -2.821 -2.608
H 3.548 -2.637 -4.966
H 4.275 -0.460 -5.879
H 4.315 1.545 -4.435
H 3.613 1.385 -2.081
H 5.560 -1.296 -1.215
H 7.563 -1.751 0.147
H 7.385 -1.887 2.603
H 5.205 -1.567 3.716
H 3.187 -1.110 2.368
C -1.805 1.189 4.522
Si -0.919 -0.380 4.142
C -1.928 -1.949 4.649
C 0.734 -0.595 5.064
O -0.610 -0.627 2.567
H -2.050 1.237 5.585
H -2.736 1.265 3.956
H -1.194 2.059 4.276
H -2.073 -1.814 5.722
H -1.367 -2.849 4.421
H -2.867 -1.910 4.101
H 0.500 -0.397 6.112
H 1.434 0.148 4.682
H 1.121 -1.602 4.938
*
```

Löwdin atomic charge list, values in e, 6 entries: Pt 0.744; O -0.039; N -0.124; C -0.055; C -0.186; C -0.009